<1>
{"formula": "C5H15NO", "method": "wB97M-V/def2-TZVPD", "charge": 0, "homo_lumo_gap_ev": 9.2, "species": ["C", "C", "C", "N", "C", "C", "H", "H", "H", "H", "H", "H", "H", "H", "H", "H", "H", "H", "H", "O", "H", "H"], "positions_angstrom": [[0.09414, 1.41905, 1.43320], [0.99638, 1.61345, 0.20822], [1.53292, 0.27347, -0.34450], [0.61655, -0.57063, -1.08698], [-0.83097, -0.77079, -0.97766], [-1.67670, 0.37414, -1.57216], [-0.10351, 2.36974, 1.93502], [-0.83917, 0.97866, 1.10506], [0.59991, 0.80133, 2.17712], [1.89587, 2.21155, 0.43350], [0.46591, 2.24161, -0.49921], [2.49745, 0.38813, -0.83982], [1.94024, -0.25965, 0.53462], [0.78274, -0.44342, -2.07929], [-1.03870, -0.85232, 0.08788], [-1.11005, -1.72742, -1.42107], [-2.66547, 0.40409, -1.12082], [-1.78844, 0.20861, -2.65077], [-1.12924, 1.31250, -1.54068], [-0.43666, -3.16076, 2.18894], [0.26896, -3.54249, 2.73173], [-0.07217, -3.26884, 1.29768]], "mulliken_charge": [-0.981, -0.375, -0.685, -0.258, -0.475, -1.066, 0.337, 0.189, 0.312, 0.340, 0.245, 0.408, 0.263, 0.232, 0.246, 0.347, 0.313, 0.402, 0.203, -0.634, 0.313, 0.321]}

<2>
{"formula": "C5H15NO", "method": "wB97M-V/def2-TZVPD", "charge": 0, "homo_lumo_gap_ev": 10.2, "species": ["C", "C", "C", "C", "O", "H", "H", "H", "H", "H", "H", "H", "H", "H", "H", "C", "N", "H", "H", "H", "H", "H"], "positions_angstrom": [[-0.32696, -0.22517, 2.05886], [-1.24519, 0.09224, 0.88306], [-1.20565, -1.03652, -0.24927], [-1.87728, -0.49990, -1.51599], [0.06931, -1.51970, -0.50349], [-0.62538, 0.32893, 2.94673], [-0.36654, -1.28978, 2.28882], [0.70687, 0.01827, 1.82873], [-1.04192, 1.09008, 0.48529], [-2.28115, 0.12207, 1.22706], [-1.77700, -1.88665, 0.14372], [-2.88229, -0.14862, -1.29761], [-1.29434, 0.32394, -1.92606], [-1.93342, -1.28536, -2.26483], [0.66914, -0.72844, -0.75942], [2.67664, 0.82888, -0.17261], [1.43898, 0.80935, -0.94338], [2.52861, 0.26719, 0.74537], [3.45749, 0.33366, -0.74762], [3.02061, 1.84204, 0.08577], [1.58229, 1.22053, -1.86064], [0.70718, 1.34294, -0.45251]], "mulliken_charge": [-0.801, -0.743, 0.159, -1.292, -0.621, 0.378, 0.284, -0.027, 0.355, 0.444, 0.434, 0.369, 0.263, 0.326, 0.500, -0.821, -0.489, 0.248, 0.334, 0.307, 0.224, 0.169]}

Which structure wins on stability? <2> wins.

<1>
{"formula": "C3H8N2O", "method": "wB97M-V/def2-TZVPD", "charge": 0, "homo_lumo_gap_ev": 10.4, "species": ["C", "C", "O", "N", "C", "N", "H", "H", "H", "H", "H", "H", "H", "H"], "positions_angstrom": [[2.22162, 0.51683, -0.52304], [1.17534, -0.05804, 0.47011], [1.46060, -0.82382, 1.34779], [-0.12208, 0.35577, 0.18426], [-1.28638, -0.38136, 0.56731], [-2.25288, -0.50428, -0.54114], [3.11422, 0.00846, -0.16909], [1.94680, 0.09989, -1.49183], [2.19427, 1.59574, -0.45094], [-0.14034, 0.89210, -0.66623], [-0.96437, -1.37770, 0.88247], [-1.82371, 0.05014, 1.42389], [-2.40217, 0.42147, -0.90659], [-3.12092, -0.79519, -0.12698]], "mulliken_charge": [-1.127, 0.649, -0.583, -0.204, -0.312, -0.665, 0.313, 0.317, 0.341, 0.243, 0.319, 0.239, 0.213, 0.256]}

<2>
{"formula": "C3H8N2O", "method": "wB97M-V/def2-TZVPD", "charge": 0, "homo_lumo_gap_ev": [10.5, 10.5], "species": ["C", "C", "C", "N", "N", "O", "H", "H", "H", "H", "H", "H", "H", "H"], "positions_angstrom": [[0.07257, -2.03779, -0.92200], [-0.00427, -1.00599, 0.21660], [-0.23012, 0.48849, -0.08815], [-0.35144, 1.36111, 1.07759], [0.02134, 2.57814, 1.03136], [0.61791, 3.28852, 0.14807], [0.69513, -2.83595, -0.79631], [0.47375, -1.55559, -1.79242], [-0.92984, -2.47473, -1.19062], [-0.78286, -1.31693, 0.93262], [0.88244, -1.10504, 0.94545], [-1.09515, 0.76464, -0.77066], [0.58744, 0.71589, -0.70615], [0.04309, 3.13522, 1.91461]], "mulliken_charge": [-1.099, -0.312, -0.489, -0.266, 0.224, -0.548, 0.390, 0.318, 0.251, 0.318, 0.232, 0.316, 0.384, 0.281]}

<3>
{"formula": "C3H8N2O", "method": "wB97M-V/def2-TZVPD", "charge": 0, "homo_lumo_gap_ev": 9.2, "species": ["C", "N", "N", "C", "C", "O", "H", "H", "H", "H", "H", "H", "H", "H"], "positions_angstrom": [[1.36088, 0.08518, 0.33278], [1.55462, 0.76934, -0.85661], [1.24373, -1.29234, 0.14400], [-1.20314, 0.47609, 0.10554], [-2.39525, -0.10116, 0.24242], [-0.26771, 0.64955, 0.99403], [2.13960, 0.30529, 1.07027], [1.82938, 1.73091, -0.70576], [0.59106, 0.77461, -1.44683], [1.31190, -1.84197, 0.98505], [0.43367, -1.55102, -0.41869], [-0.78654, 0.52368, -1.02531], [-2.88234, -0.08244, 1.20497], [-2.92987, -0.44572, -0.62585]], "mulliken_charge": [-0.124, -0.480, -0.423, 0.384, -0.868, -0.511, 0.311, 0.284, 0.355, 0.246, 0.295, -0.007, 0.282, 0.257]}

<4>
{"formula": "C3H8N2O", "method": "wB97M-V/def2-TZVPD", "charge": 0, "homo_lumo_gap_ev": 10.1, "species": ["H", "N", "C", "N", "H", "H", "H", "C", "C", "O", "H", "H", "H", "H"], "positions_angstrom": [[1.44445, -0.03812, -1.01853], [1.24200, -0.85006, -1.58262], [0.58723, -1.72909, -0.94755], [0.63973, -3.04143, -1.32023], [-0.00899, -1.60503, -0.04131], [0.00791, -3.74290, -1.00425], [1.43854, -3.49685, -1.73592], [-0.70316, 2.00953, 0.45498], [-0.99075, 2.11057, 1.91225], [-2.01707, 2.35931, 2.47784], [0.13002, 1.30470, 0.36308], [-0.16289, 2.92548, 0.16474], [-1.54159, 1.86230, -0.21848], [-0.06541, 1.93158, 2.49599]], "mulliken_charge": [0.265, -0.706, 0.193, -0.406, 0.245, 0.205, 0.221, -0.566, 0.101, -0.450, -0.001, 0.308, 0.300, 0.291]}

Which structure wins on stability? <1> wins.

<1>
{"formula": "C3H8N2O", "method": "wB97M-V/def2-TZVPD", "charge": 0, "homo_lumo_gap_ev": 8.6, "species": ["C", "N", "C", "O", "N", "C", "H", "H", "H", "H", "H", "H", "H", "H"], "positions_angstrom": [[-2.49739, 0.80244, 0.31608], [-1.32834, -0.49519, 0.25992], [-0.13762, -0.33324, -0.50138], [-0.16780, -0.14578, -1.69523], [0.99988, -0.41102, 0.25059], [2.29350, -0.10763, -0.33430], [-2.37333, 1.14985, 1.34909], [-2.31380, -0.57266, -0.20205], [-1.99766, 1.51491, -0.35101], [-1.26522, -0.99205, 1.13994], [0.91142, -0.29954, 1.24828], [2.54351, 0.95652, -0.24770], [3.07050, -0.69682, 0.15957], [2.26235, -0.36979, -1.39179]], "mulliken_charge": [-0.764, -0.326, 0.565, -0.561, -0.235, -0.789, 0.167, 0.407, 0.157, 0.277, 0.224, 0.275, 0.282, 0.320]}

<2>
{"formula": "C3H8N2O", "method": "wB97M-V/def2-TZVPD", "charge": 0, "homo_lumo_gap_ev": 10.4, "species": ["C", "N", "C", "C", "O", "N", "H", "H", "H", "H", "H", "H", "H", "H"], "positions_angstrom": [[-1.04505, -0.94304, 0.53434], [-0.08769, 0.12688, 0.25606], [-0.69107, 1.26941, -0.42909], [1.13999, -0.40286, -0.50999], [1.07938, -0.87181, -1.62492], [2.02435, -0.14001, 0.43837], [-0.53737, -1.73618, 1.08905], [-1.87336, -0.55426, 1.13406], [-1.42878, -1.35632, -0.40591], [-1.04964, 0.96064, -1.41807], [-1.52283, 1.66335, 0.16256], [0.06500, 2.04895, -0.55343], [3.00128, -0.36498, 0.28846], [0.92579, 0.30024, 1.03852]], "mulliken_charge": [-0.877, -0.050, -0.877, 0.239, -0.591, -0.527, 0.299, 0.318, 0.348, 0.349, 0.317, 0.299, 0.205, 0.546]}

Which structure wins on stability? <2> wins.

<1>
{"formula": "C3H8N2O", "method": "wB97M-V/def2-TZVPD", "charge": 0, "homo_lumo_gap_ev": 9.8, "species": ["C", "N", "C", "C", "N", "O", "H", "H", "H", "H", "H", "H", "H", "H"], "positions_angstrom": [[1.25517, -1.31364, -1.24278], [0.42000, -0.20772, -0.81031], [0.32305, -0.01279, 0.68226], [-0.51956, 1.34502, 0.78119], [-1.86104, 1.13763, 0.84841], [-0.01698, 2.48824, 0.69945], [0.91608, -2.38372, -0.85076], [2.32881, -0.93656, -0.70177], [1.38700, -1.34840, -2.40756], [-0.57958, -0.25983, -1.14404], [-0.18199, -0.99268, 1.21415], [1.27890, 0.31520, 1.12615], [-2.28571, 0.23162, 0.93281], [-2.46415, 1.93762, 0.87281]], "mulliken_charge": [-0.717, -0.317, -0.509, 0.507, -0.368, -0.622, 0.233, 0.251, 0.269, 0.243, 0.260, 0.344, 0.200, 0.225]}

<2>
{"formula": "C3H8N2O", "method": "wB97M-V/def2-TZVPD", "charge": 0, "homo_lumo_gap_ev": 10.1, "species": ["N", "C", "C", "C", "N", "O", "H", "H", "H", "H", "H", "H", "H", "H"], "positions_angstrom": [[-1.86171, -1.05310, -1.07973], [-1.00181, -0.82236, 0.12280], [0.11102, 0.04395, -0.22620], [1.09904, 0.28376, 0.88813], [2.05249, 1.22861, 0.55903], [0.99558, -0.34881, 1.86397], [-2.78955, -0.98431, -0.78643], [-1.98271, -0.22579, -1.71425], [-1.59359, -0.66663, 0.77831], [-0.39573, -1.67461, 0.35981], [0.67819, -0.02031, -1.22576], [-0.17130, 1.27740, -0.49849], [2.00489, 1.86151, -0.42010], [2.85520, 1.10067, 1.37891]], "mulliken_charge": [-0.650, -0.697, -0.457, 0.534, -0.523, -0.559, 0.252, 0.235, 0.515, 0.200, 0.339, 0.225, 0.281, 0.305]}

<3>
{"formula": "C3H8N2O", "method": "wB97M-V/def2-TZVPD", "charge": 0, "homo_lumo_gap_ev": 10.2, "species": ["C", "N", "C", "H", "H", "H", "H", "H", "N", "C", "O", "H", "H", "H"], "positions_angstrom": [[-0.28081, 0.94641, 1.45284], [-0.10396, 2.10825, 1.01740], [1.25716, 2.47557, 0.63685], [-1.28628, 0.65084, 1.75189], [0.47846, 0.16727, 1.52471], [1.31483, 3.56204, 0.63694], [1.98687, 2.05997, 1.33963], [1.52572, 2.00667, -0.30812], [-1.28667, -2.16863, -1.50256], [-0.04538, -1.68916, -1.24480], [0.45064, -1.68595, -0.14496], [-1.78430, -2.08200, -2.37309], [-1.85775, -2.46307, -0.72465], [0.46466, -1.33404, -2.16023]], "mulliken_charge": [-0.248, -0.429, -0.710, 0.291, 0.249, 0.267, 0.305, 0.273, -0.346, 0.145, -0.552, 0.205, 0.230, 0.319]}

<4>
{"formula": "C3H8N2O", "method": "wB97M-V/def2-TZVPD", "charge": 0, "homo_lumo_gap_ev": 10.4, "species": ["C", "C", "O", "N", "C", "N", "H", "H", "H", "H", "H", "H", "H", "H"], "positions_angstrom": [[-0.69524, 0.89161, 2.06805], [-0.52484, 0.00119, 0.85754], [-0.84024, -1.16878, 0.84428], [0.05927, 0.62085, -0.22100], [0.20122, -0.05265, -1.51636], [1.53609, -0.45266, -1.87892], [0.29209, 1.18821, 2.44235], [-1.21621, 1.81071, 1.78689], [-1.26821, 0.41616, 2.85302], [0.17557, 1.61763, -0.13472], [-0.42235, -0.93470, -1.45131], [-0.20449, 0.61881, -2.27637], [2.19253, 0.31067, -1.76651], [1.83313, -1.19077, -1.24576]], "mulliken_charge": [-1.184, 0.772, -0.614, -0.216, -0.558, -0.621, 0.299, 0.343, 0.304, 0.221, 0.394, 0.366, 0.224, 0.269]}

Which structure wins on stability? <4> wins.

<1>
{"formula": "C3H8N2O", "method": "wB97M-V/def2-TZVPD", "charge": 0, "homo_lumo_gap_ev": 10.1, "species": ["N", "C", "C", "N", "C", "O", "H", "H", "H", "H", "H", "H", "H", "H"], "positions_angstrom": [[0.55867, 1.17195, -1.87103], [0.26204, 1.14484, -0.44215], [-0.17871, -0.34407, -0.32445], [-0.76038, -0.65243, 1.04126], [-0.14471, -1.73758, 1.74958], [-0.74898, -2.11919, 2.74655], [-0.04203, 1.80915, -2.28841], [1.52556, 1.56575, -1.93354], [-0.58537, 1.70179, -0.05941], [1.27119, 1.27105, 0.17082], [-1.00735, -0.48867, -1.18130], [0.67177, -1.02775, -0.49035], [-1.59253, -0.21149, 1.52470], [0.77084, -2.08335, 1.35772]], "mulliken_charge": [-0.501, -0.438, -0.494, -0.150, 0.100, -0.576, 0.200, 0.249, 0.309, 0.235, 0.219, 0.289, 0.257, 0.302]}

<2>
{"formula": "C3H8N2O", "method": "wB97M-V/def2-TZVPD", "charge": 0, "homo_lumo_gap_ev": 10.2, "species": ["N", "C", "C", "N", "C", "O", "H", "H", "H", "H", "H", "H", "H", "H"], "positions_angstrom": [[0.08527, -1.63489, -0.78567], [-0.93780, -0.57058, -0.59508], [-0.83328, 0.07788, 0.75469], [0.40502, 0.83056, 1.01276], [1.29548, 1.17650, 0.02355], [1.06090, 1.52279, -1.10582], [0.93729, -1.33047, -0.33352], [0.27953, -1.69059, -1.77636], [-0.80361, 0.17917, -1.37302], [-1.92005, -1.01127, -0.65306], [-1.00873, -0.60844, 1.58149], [-1.63119, 0.81205, 0.86885], [0.75093, 1.06691, 1.92502], [2.32024, 1.18037, 0.45615]], "mulliken_charge": [-0.660, -0.539, -0.541, -0.151, -0.056, -0.506, 0.260, 0.259, 0.371, 0.351, 0.346, 0.305, 0.228, 0.334]}

<3>
{"formula": "C3H8N2O", "method": "wB97M-V/def2-TZVPD", "charge": 0, "homo_lumo_gap_ev": 10.1, "species": ["C", "N", "C", "O", "C", "N", "H", "H", "H", "H", "H", "H", "H", "H"], "positions_angstrom": [[-2.06487, -1.17063, -0.16589], [-1.36408, 0.06371, -0.24476], [-0.00387, 0.14358, 0.24559], [0.18473, -0.25129, 1.45553], [1.03361, 0.42292, -0.78410], [2.31763, 0.97556, -0.25266], [-2.17167, -1.61237, -1.13277], [-3.20700, -0.94644, 0.19024], [-1.72816, -1.90283, 0.51541], [-1.78983, 0.78639, -0.94988], [1.17558, -0.33733, -1.49086], [0.60090, 1.15036, -1.50525], [2.92159, 0.18570, -0.34655], [2.25674, 1.03677, 0.78387]], "mulliken_charge": [-0.843, -0.215, 0.464, -0.592, -0.433, -0.639, 0.286, 0.228, 0.342, 0.287, 0.305, 0.230, 0.263, 0.318]}

Which structure wins on stability? <2> wins.

<1>
{"formula": "C2H2N4O2", "method": "wB97M-V/def2-TZVPD", "charge": 0, "homo_lumo_gap_ev": 10.9, "species": ["O", "C", "N", "N", "N", "N", "C", "O", "H", "H"], "positions_angstrom": [[1.34002, 2.17975, -0.31336], [0.77447, 1.50108, 0.49641], [0.05572, 0.31263, 0.28801], [-0.46387, -0.10384, 1.49644], [-0.97832, -1.25152, 1.26345], [-0.89055, -1.61161, 0.01284], [-0.25735, -0.67905, -0.62923], [-0.01493, -0.53201, -1.92116], [0.79086, 1.55328, 1.67538], [-0.35605, -1.36871, -2.36879]], "mulliken_charge": [-0.436, 0.200, 0.423, -0.329, -0.344, -0.319, 0.515, -0.444, 0.339, 0.396]}

<2>
{"formula": "C2H2N4O2", "method": "wB97M-V/def2-TZVPD", "charge": 0, "homo_lumo_gap_ev": 8.8, "species": ["H", "N", "C", "N", "N", "N", "C", "O", "O", "H"], "positions_angstrom": [[-0.71402, -1.62732, -2.72438], [-0.40730, -0.59727, -2.51861], [-0.11696, -0.61748, -1.28435], [0.00502, -1.65552, -0.31082], [0.18739, -1.07766, 0.86259], [0.09968, 0.28109, 0.75009], [0.23417, 1.30430, 1.72545], [0.11712, 2.47349, 1.41393], [0.07817, 0.61070, -0.62858], [0.51675, 0.90568, 2.71469]], "mulliken_charge": [0.293, -0.566, 0.547, -0.260, -0.390, 0.612, 0.129, -0.435, -0.266, 0.337]}

<3>
{"formula": "C2H2N4O2", "method": "wB97M-V/def2-TZVPD", "charge": 0, "homo_lumo_gap_ev": 8.9, "species": ["H", "N", "C", "N", "N", "O", "C", "O", "N", "H"], "positions_angstrom": [[-1.79689, -1.94735, 0.10516], [-2.17574, -1.11302, -0.05545], [-1.13875, -0.32082, 0.26623], [-1.32262, 0.94691, -0.11980], [-0.30938, 1.67254, -0.16873], [0.90497, 1.03453, 0.23212], [0.98504, -0.23762, 0.03779], [2.43634, -0.64145, -0.09285], [0.04090, -0.98328, -0.06740], [2.35653, -1.50869, -0.16383]], "mulliken_charge": [0.316, -0.541, 0.417, -0.063, -0.061, -0.156, 0.573, -0.427, -0.346, 0.287]}

<4>
{"formula": "C2H2N4O2", "method": "wB97M-V/def2-TZVPD", "charge": 0, "homo_lumo_gap_ev": 10.5, "species": ["N", "C", "N", "C", "O", "O", "H", "H", "N", "N"], "positions_angstrom": [[0.08813, -2.36744, 0.38945], [-0.56671, -1.37555, 0.29915], [-1.32652, -0.39917, 0.34476], [-0.77820, 0.90676, 0.52841], [0.36379, 1.19244, 0.65511], [-1.68863, 1.86117, 0.53079], [0.74434, -2.75773, -0.24635], [-1.26277, 2.74600, 0.68531], [1.91620, -0.28061, -1.17661], [2.51036, 0.47412, -2.01002]], "mulliken_charge": [-0.438, 0.660, -0.462, 0.588, -0.532, -0.458, 0.293, 0.368, 0.162, -0.181]}

Which structure wins on stability? <4> wins.